ORCA calculation (the ωB97M-V functional and the def2-TZVPD basis) on a cluster of 7 separate species, C36H93N7O11 in total at a distorted geometry.

Geometry as XYZ:
```
147
C36H93N7O11, DFT the ωB97M-V functional and the def2-TZVPD basis
C -3.5523 -3.2291 -3.9940
O -2.2845 -3.7831 -3.7248
C -1.9788 -4.9573 -4.4567
C -0.9289 -5.7199 -3.5588
N 0.0624 -4.7880 -3.2275
C 1.0626 -5.2896 -2.2965
C 2.3562 -4.3963 -2.4499
O 2.2938 -3.1694 -1.6925
C 3.5661 -2.5380 -1.7939
H -4.3184 -4.0025 -3.9383
H -3.4470 -2.6597 -4.9174
H -3.9284 -2.5237 -3.2531
H -1.5668 -4.5499 -5.3799
H -2.8833 -5.5014 -4.7288
H -0.6611 -6.5453 -4.2183
H -1.4041 -6.0774 -2.6453
H -0.4287 -4.0345 -2.7679
H 1.2033 -6.3490 -2.5109
H 0.7261 -5.1200 -1.2737
H 2.5308 -4.1111 -3.4873
H 3.1585 -4.9856 -2.0058
H 3.5930 -1.6361 -1.1824
H 3.8156 -2.1369 -2.7762
H 4.4238 -3.1712 -1.5667
C 0.5702 1.3958 -4.9033
O 0.7682 0.2641 -5.6747
C 1.1377 -0.9587 -5.0144
C 0.0759 -1.5102 -3.9424
N 0.4416 -1.3467 -2.5903
C -0.7489 -1.6602 -1.7036
C -0.8311 -0.5651 -0.5640
O -1.8650 -0.8635 0.3929
C -1.9163 0.0759 1.4437
H -0.3602 1.4756 -4.3411
H 0.6590 2.1245 -5.7091
H 1.3975 1.4903 -4.1999
H 2.1389 -0.9235 -4.5848
H 1.3173 -1.7789 -5.7095
H 0.0158 -2.5716 -4.1832
H -0.9064 -1.1361 -4.2307
H 1.1479 -1.9944 -2.2714
H -0.4720 -2.6243 -1.2771
H -1.7116 -1.7105 -2.2123
H -0.9985 0.4481 -0.9295
H 0.0838 -0.6218 0.0259
H -1.2578 -0.1783 2.2742
H -2.9552 0.2681 1.7117
H -1.6206 1.0727 1.1164
C 3.4648 -0.5213 4.0699
O 2.5978 -0.2755 5.2314
C 1.7222 -1.3360 5.5207
C 0.4428 -1.2282 4.6744
N -0.5767 -2.2401 5.0418
C -1.4921 -1.7509 6.1069
C -2.6851 -2.6510 6.3488
O -3.5518 -2.6660 5.2251
C -4.7474 -3.2900 5.5289
H 4.1412 -1.3753 4.1055
H 4.0113 0.3972 3.8560
H 2.7875 -0.6435 3.2247
H 1.4643 -1.1736 6.5673
H 2.2654 -2.2808 5.5058
H 0.6261 -1.3603 3.6081
H 0.2374 -0.1942 4.3974
H -1.1891 -2.5408 4.2971
H -1.7956 -0.7224 5.9113
H -0.9964 -1.5754 7.0617
H -3.3117 -2.2571 7.1489
H -2.3738 -3.6952 6.3791
H -5.3153 -3.6735 4.6812
H -5.3258 -2.5775 6.1170
H -4.4317 -4.1485 6.1217
C 6.4700 1.2192 -1.9832
O 5.2525 1.3546 -1.3290
C 4.0587 1.3006 -2.1464
C 2.7467 1.3590 -1.3296
N 2.5786 2.5136 -0.5210
C 1.7213 2.2597 0.6558
C 2.3094 2.6489 2.0264
O 1.2905 2.4982 3.0375
C 1.7526 2.8738 4.3377
H 6.6393 0.1831 -2.2760
H 7.2185 1.4932 -1.2396
H 6.5248 1.8828 -2.8461
H 3.9534 0.2810 -2.5170
H 4.0801 2.0401 -2.9469
H 2.9423 0.4982 -0.6902
H 1.9371 1.1614 -2.0322
H 3.5570 2.6261 -0.2973
H 1.5218 1.1883 0.6328
H 0.7065 2.5913 0.4358
H 2.6821 3.6648 2.1574
H 3.1861 2.0708 2.3186
H 1.8884 3.9546 4.2987
H 2.7161 2.4667 4.6444
H 1.1186 2.5491 5.1626
C 6.1345 3.9568 -5.2490
C 5.0905 4.5717 -6.1887
C 3.6935 4.4283 -5.6495
O 2.6846 4.7827 -6.5489
C 2.4729 3.7087 -7.4761
N 5.5037 6.0191 -6.2023
H 6.1057 4.4358 -4.2703
H 7.1569 4.2002 -5.5378
H 5.9668 2.8804 -5.2867
H 5.3081 4.0062 -7.0948
H 3.5879 5.2124 -4.8997
H 3.4452 3.5027 -5.1300
H 1.4107 3.5055 -7.6123
H 2.7680 2.7296 -7.0989
H 2.9128 3.7636 -8.4719
H 4.7719 6.5144 -6.6914
H 6.2909 6.1604 -6.8190
C -4.6111 -3.1709 1.7388
C -5.1804 -3.0437 0.3282
C -5.1705 -1.6527 -0.3417
O -5.9733 -0.9505 0.6044
C -5.8809 0.4226 0.5496
N -4.5706 -4.0243 -0.5215
H -3.5377 -2.9991 1.6592
H -4.8280 -4.1914 2.0545
H -5.0874 -2.3792 2.3173
H -6.2338 -3.3083 0.4199
H -5.5873 -1.7214 -1.3465
H -4.1459 -1.3105 -0.4872
H -4.8872 0.6063 0.1409
H -6.0679 0.8877 1.5175
H -6.7350 0.7603 -0.0374
H -4.8679 -4.9298 -0.1872
H -3.5625 -4.0091 -0.4624
C -2.7428 2.0227 4.9653
C -3.0757 3.2659 5.7465
C -2.6089 4.5922 5.1807
O -3.0959 5.7115 6.0576
C -2.2802 6.8578 6.0830
N -4.4711 3.1425 5.8197
H -2.9602 2.0972 3.8998
H -3.1325 1.1329 5.4598
H -1.6733 1.8643 4.8271
H -2.7234 3.1107 6.7662
H -2.9208 4.6825 4.1403
H -1.5267 4.4789 5.1165
H -1.9354 7.1887 5.1033
H -1.3774 6.6112 6.6417
H -2.5893 7.8155 6.5017
H -4.7851 3.9532 6.3337
H -4.8191 2.3121 6.2772
```

Output
LUMO (eV): 0.57
Total energy (Ha): -2637.8957
Highest occupied orbital energy (eV): -8.26
Multiplicity: 1

ORCA calculation (the ωB97M-V functional and the def2-TZVPD basis) on a cluster of 2 separate species, C4H11N2S in total at a distorted geometry.

Geometry as XYZ:
```
18
C4H11N2S, DFT the ωB97M-V functional and the def2-TZVPD basis
N 2.6786 -0.6412 1.4837
C 2.1194 -0.4590 0.3394
C -2.6979 0.2128 1.2949
S -3.0480 0.4849 -0.4708
C 0.8720 0.3378 0.2772
N 0.3204 0.9916 -0.8653
C 0.2724 0.0676 -2.0012
H 3.3091 -1.4357 1.5104
H -2.4590 1.1616 1.7850
H 2.6323 -0.5502 -0.6229
H -1.8814 -0.4642 1.5662
H -3.5912 -0.1849 1.7720
H 0.5220 0.7132 1.2307
H 0.6514 -0.8635 0.2403
H -0.6436 1.1604 -0.5622
H 0.5603 -0.9641 -1.7682
H 1.0758 0.3002 -2.7144
H -0.6925 0.1325 -2.4946
```

Output
Net charge: -1
LUMO (eV): 3.56
Total energy (Ha): -666.6371
Highest occupied orbital energy (eV): -2.64
Multiplicity: 1